A molecular structure, C7H7NO at a distorted geometry, computed with wB97M-V/def2-TZVPD.

Properties
* lowest unoccupied orbital energy: 0.43 eV
* ΔE to the lowest compared entry with this formula, charge and spin: 211.67 kcal per mole

Last column: natural (NBO) charge in e.
Geometry (Å):
C  -0.4217  -0.0619  -0.1817  -0.018
C  -1.7067  -0.5644  -0.2980  -0.037
C  -2.9456  -0.5196  0.0606  -0.246
C  0.6029  -0.3881  1.0210  0.083
C  0.6780  -0.9397  -0.8962  0.032
C  2.0172  -0.1585  -0.7389  -0.273
C  1.9717  0.5320  0.4767  -0.226
H  -1.7449  1.5904  -0.9060  0.405
H  -0.8321  1.5263  0.8763  0.379
H  -4.0107  -0.4904  0.6868  0.287
H  0.5217  -0.3330  2.1032  0.212
H  0.5182  -1.7541  -1.7247  0.233
H  2.5459  0.5369  -1.5116  0.228
H  2.8333  1.3129  0.9225  0.260
N  -0.7506  1.3456  -0.2783  -0.817
O  0.7233  -1.6342  0.3882  -0.503



A molecular structure, C44H47IrP2S at a distorted geometry, computed with wB97M-V/def2-TZVPD.

Properties
* lowest unoccupied orbital energy: -6.78 eV
* charge: +2
* ΔE to the lowest compared entry with this formula, charge and spin: 0.00 kcal per mole

Last column: Mulliken charge in e.
Geometry (Å):
Ir  0.1367  -0.5036  0.0150  1.669
C  1.8055  -1.8209  3.3576  -2.517
C  1.2414  -2.0420  1.9911  1.433
C  2.1304  -2.2095  0.8761  0.549
C  3.5990  -1.9487  1.0894  -1.920
C  1.6372  -2.7277  -0.3064  1.300
C  2.5141  -2.9652  -1.5000  -2.449
C  0.2598  -3.1515  -0.3888  1.180
C  -0.1491  -3.9713  -1.5722  -1.872
C  -0.6237  -2.8560  0.6442  1.297
C  -2.0601  -3.3408  0.5693  -2.579
C  -0.1302  -2.2840  1.8529  0.668
C  -1.0126  -2.1957  3.0814  -1.984
H  1.9813  -2.8121  3.7955  0.365
H  1.1226  -1.2981  4.0146  0.641
H  2.7532  -1.2992  3.3530  0.717
H  3.7870  -0.9117  1.3675  0.258
H  4.1965  -2.1735  0.2144  0.408
H  3.9661  -2.5733  1.9068  0.471
H  2.9300  -3.9763  -1.4707  0.473
H  3.3439  -2.2660  -1.5484  0.513
H  1.9438  -2.8680  -2.4212  0.398
H  -0.2985  -3.3434  -2.4551  0.146
H  -1.0594  -4.5318  -1.3902  0.474
H  0.6390  -4.6845  -1.8126  0.509
H  -2.1250  -4.3686  0.9373  0.470
H  -2.4365  -3.3395  -0.4444  0.643
H  -2.7350  -2.7403  1.1709  0.415
H  -1.0687  -1.1792  3.4743  0.243
H  -0.6021  -2.8266  3.8721  0.541
H  -2.0231  -2.5391  2.8961  0.436
C  0.4169  2.6768  1.0585  -1.612
C  -0.2528  2.8140  -0.2675  -1.543
P  -1.1963  1.2925  -0.5512  1.041
C  -2.5565  1.3608  0.6465  0.244
C  -2.8730  0.2643  1.4439  0.324
C  -3.9082  0.3388  2.3675  -0.879
C  -4.6313  1.5146  2.5026  -0.905
C  -4.3218  2.6164  1.7141  -0.841
C  -3.2935  2.5415  0.7887  -0.477
C  -1.8861  1.7415  -2.1551  0.972
C  -1.0259  2.2337  -3.1441  -0.467
C  -1.5441  2.6957  -4.3406  -0.981
C  -2.9143  2.6507  -4.5671  -0.627
C  -3.7670  2.1453  -3.5983  -0.903
C  -3.2575  1.6847  -2.3921  -0.788
P  1.4134  1.1765  0.9708  1.116
C  2.8087  1.6056  -0.1018  0.609
C  3.5183  2.7859  0.1557  -0.657
C  4.6061  3.1316  -0.6257  -0.837
C  5.0086  2.3014  -1.6656  -0.688
C  4.3134  1.1321  -1.9295  -1.271
C  3.2163  0.7852  -1.1502  0.327
C  2.0373  1.1670  2.6593  1.633
C  1.1092  1.2461  3.7027  -0.775
C  1.5442  1.3430  5.0134  -0.735
C  2.9068  1.3519  5.2921  -0.713
C  3.8315  1.2592  4.2612  -0.784
C  3.4019  1.1597  2.9441  -0.774
H  -0.3264  2.5614  1.8501  0.714
H  1.0539  3.5176  1.3336  0.851
H  0.4734  2.9315  -1.0738  0.620
H  -0.9393  3.6585  -0.3206  0.834
H  -2.3028  -0.6481  1.3403  0.076
H  -4.1540  -0.5199  2.9800  0.483
H  -5.4404  1.5749  3.2192  0.432
H  -4.8856  3.5344  1.8178  0.482
H  -3.0738  3.4049  0.1715  0.408
H  0.0432  2.2646  -2.9814  0.249
H  -0.8803  3.0913  -5.0984  0.482
H  -3.3179  3.0103  -5.5049  0.446
H  -4.8339  2.1113  -3.7769  0.461
H  -3.9292  1.2996  -1.6361  0.450
H  3.2281  3.4353  0.9734  0.414
H  5.1403  4.0512  -0.4269  0.492
H  5.8717  2.5654  -2.2629  0.443
H  4.6219  0.4892  -2.7441  0.520
H  2.6793  -0.1251  -1.3614  -0.121
H  0.0438  1.2312  3.4950  0.277
H  0.8241  1.4123  5.8182  0.485
H  3.2471  1.4365  6.3158  0.435
H  4.8914  1.2687  4.4795  0.470
H  4.1319  1.0971  2.1481  0.311
S  0.3608  -0.6257  -2.2579  -0.256
C  -1.2399  -0.9915  -2.9646  0.888
C  -1.3328  -0.9505  -4.3502  -0.797
C  -2.5245  -1.2955  -4.9747  -0.874
C  -3.6294  -1.6766  -4.2281  -0.734
C  -3.5369  -1.7193  -2.8466  -1.021
C  -2.3451  -1.3805  -2.2201  0.174
H  -0.4722  -0.6612  -4.9414  0.500
H  -2.5867  -1.2591  -6.0549  0.452
H  -4.5570  -1.9357  -4.7213  0.459
H  -4.3926  -2.0168  -2.2521  0.520
H  -2.2782  -1.4103  -1.1451  0.072



2 unconnected molecules or ions with the total composition C6H14N2O2 at a distorted geometry, computed with wB97M-V/def2-TZVPD.

Properties
* lowest unoccupied orbital energy: 0.51 eV
* SMILES: CNC(C)=O.CNC(C)=O
* ΔE to the lowest compared entry with this formula, charge and spin: 15.94 kcal per mole

Last column: natural (NBO) charge in e.
Geometry (Å):
C  0.5651  -1.0444  2.9451  -0.425
N  -0.4350  -0.7191  1.8848  -0.645
C  -1.6518  -0.2583  2.2628  0.672
C  -2.4981  0.0551  1.0425  -0.713
O  -2.0273  -0.0849  3.3895  -0.633
H  0.1578  -0.7998  3.8936  0.232
H  0.8136  -2.1259  2.9419  0.191
H  1.5182  -0.5688  2.8490  0.191
H  -0.1821  -0.7576  0.8964  0.437
H  -3.4942  -0.3891  1.0664  0.233
H  -2.0582  -0.2913  0.0646  0.210
H  -2.6117  1.1164  0.9487  0.222
C  1.6604  -0.5959  -3.4003  -0.429
N  1.4628  0.4889  -2.4474  -0.602
C  0.7210  0.3342  -1.3287  0.694
C  0.3325  1.6842  -0.6739  -0.714
O  0.5207  -0.7790  -0.8365  -0.652
H  1.4708  -1.6058  -2.9629  0.242
H  1.0487  -0.4466  -4.2909  0.194
H  2.6853  -0.5461  -3.7676  0.202
H  1.3420  1.4023  -2.9566  0.388
H  0.9609  2.4573  -1.0340  0.218
H  0.4143  1.5800  0.4267  0.250
H  -0.7158  1.8939  -0.9131  0.237



6 unconnected molecules or ions with the total composition C32H62ClF6O24P5 at a distorted geometry, computed with wB97M-V/def2-TZVPD.

Properties
* lowest unoccupied orbital energy: -2.52 eV
* SMILES: CCOCCC1=C(CCCC(F)(F)C(F)(F)F)C(=O)C(CC(=O)F)=C(Cl)C1=O.COP(=O)(OC)OC.COP(=O)(OC)OC.COP(=O)(OC)OC.COP(=O)(OC)OC.COP(=O)(OC)OC

Last column: Mulliken charge in e.
Geometry (Å):
C  2.2514  1.9436  2.0413  -0.865
C  1.9245  1.0207  3.3807  0.043
O  3.0292  0.9846  4.3579  -0.409
C  2.7536  1.8317  5.5332  -0.403
C  1.8884  1.0376  6.7243  -0.540
C  0.3222  1.5005  6.5818  -0.598
C  -0.7980  0.6284  6.0616  0.971
C  -0.3907  -0.8985  5.6235  -0.188
C  -1.6587  -1.9311  5.4545  -0.573
C  -1.9356  -2.1546  3.8548  -0.922
C  -3.5080  -2.0767  3.3999  0.903
F  -3.7349  -0.9005  2.4792  -0.302
F  -4.4895  -2.1521  4.5063  -0.287
C  -3.7784  -3.4374  2.4652  0.544
F  -2.7397  -3.6494  1.4310  -0.225
F  -5.1294  -3.3277  1.8181  -0.230
F  -3.8693  -4.5669  3.4624  -0.266
C  -2.2890  1.3093  5.9532  0.432
O  -3.3036  0.8325  5.1811  -0.602
C  -2.6614  2.7161  6.7738  0.276
C  -4.2214  3.2550  6.9893  -0.934
C  -4.4952  4.3360  5.7642  0.609
O  -3.4961  5.1051  5.2471  -0.412
F  -5.8437  4.5727  5.1395  -0.259
C  -1.5602  3.5700  7.3134  0.029
Cl  -1.8300  5.1981  8.2200  -0.135
C  -0.0197  3.0663  7.0586  0.344
O  1.0079  3.9198  7.2599  -0.569
H  1.3152  1.8013  1.3156  0.309
H  3.1911  1.5895  1.4398  0.164
H  2.2858  3.0982  2.2928  0.255
H  1.7282  -0.0971  3.0107  0.188
H  0.9104  1.4499  3.8409  0.116
H  2.0760  2.7376  5.1835  0.286
H  3.7368  2.3000  6.0221  0.293
H  2.0715  -0.1182  6.7105  0.209
H  2.2915  1.4214  7.7799  0.418
H  0.2715  -1.3368  6.5143  0.405
H  0.3192  -0.8847  4.6648  -0.131
H  -1.3156  -2.9740  5.9032  0.362
H  -2.5633  -1.5095  6.0653  0.365
H  -1.3835  -3.1546  3.5456  0.347
H  -1.3789  -1.2712  3.2766  0.261
H  -5.0186  2.3926  6.9581  0.325
H  -4.3567  3.8252  8.0101  0.362
C  -3.4742  10.9271  3.0793  -0.602
O  -3.2604  10.4536  1.7674  -0.323
P  -3.5800  8.9047  1.4579  0.978
O  -5.0320  8.5638  1.3457  -0.654
O  -2.7639  8.1050  2.5954  -0.256
C  -3.4620  7.6578  3.7374  -0.646
O  -2.7034  8.6127  0.1409  -0.321
C  -3.1703  9.1170  -1.0919  -0.686
H  -3.6021  12.0121  3.0535  0.271
H  -4.3674  10.4798  3.5246  0.307
H  -2.5987  10.6938  3.6925  0.234
H  -4.5067  7.9795  3.7465  0.371
H  -2.9678  8.0504  4.6287  0.261
H  -3.4254  6.5657  3.7639  0.283
H  -2.6123  10.0204  -1.3514  0.250
H  -4.2388  9.3474  -1.0601  0.343
H  -2.9985  8.3606  -1.8602  0.237
C  -7.1435  -5.3350  0.9232  -0.609
O  -8.0090  -5.6886  -0.1336  -0.325
P  -8.5903  -7.1913  -0.1684  0.983
O  -9.6769  -7.4771  0.8189  -0.654
O  -7.2771  -8.1185  -0.0449  -0.315
C  -6.9441  -8.6508  1.2189  -0.674
O  -8.9990  -7.3833  -1.7125  -0.311
C  -10.1748  -6.7512  -2.1709  -0.677
H  -7.1509  -4.2491  1.0459  0.294
H  -7.4544  -5.7959  1.8652  0.346
H  -6.1259  -5.6509  0.6751  0.244
H  -7.6088  -8.3008  2.0129  0.355
H  -5.9210  -8.3589  1.4657  0.251
H  -6.9980  -9.7412  1.1640  0.257
H  -9.9108  -5.8442  -2.7208  0.253
H  -10.8469  -6.4934  -1.3478  0.336
H  -10.6934  -7.4364  -2.8444  0.237
C  6.6986  0.0569  -2.2122  -0.484
O  7.1722  -0.3438  -0.9448  -0.352
P  7.4588  0.7990  0.1546  0.889
O  6.2415  1.3876  0.7941  -0.501
O  8.4156  1.8452  -0.6132  -0.362
C  7.8379  3.0100  -1.1618  -0.662
O  8.4831  0.0781  1.1642  -0.343
C  7.9649  -0.8773  2.0647  -0.637
H  6.1902  -0.7850  -2.6887  0.315
H  5.9948  0.8901  -2.1303  0.333
H  7.5477  0.3501  -2.8367  0.182
H  6.7503  3.0328  -1.0540  0.331
H  8.0847  3.0587  -2.2246  0.256
H  8.2640  3.8818  -0.6586  0.264
H  8.1779  -1.8826  1.6924  0.252
H  6.8864  -0.7633  2.2045  0.294
H  8.4585  -0.7439  3.0293  0.237
C  6.4367  0.9802  -9.6611  -0.616
O  6.9740  0.6009  -8.4127  -0.384
P  6.0749  -0.3270  -7.4496  0.981
O  5.9878  -1.7654  -7.8506  -0.658
O  4.6683  0.4557  -7.3589  -0.333
C  3.6042  0.0276  -8.1809  -0.723
O  6.7091  -0.0577  -5.9959  -0.163
C  7.9450  -0.6662  -5.6884  -0.692
H  7.2527  1.2455  -10.3380  0.274
H  5.8592  0.1674  -10.1107  0.312
H  5.7972  1.8573  -9.5254  0.240
H  3.8936  -0.7781  -8.8607  0.360
H  3.2535  0.8755  -8.7734  0.281
H  2.7879  -0.3206  -7.5428  0.273
H  8.7478  0.0693  -5.7848  0.282
H  8.1537  -1.5184  -6.3409  0.359
H  7.9076  -1.0176  -4.6554  0.196
C  2.7189  -3.7512  -6.8759  -0.541
O  1.4837  -3.8388  -6.1994  -0.300
P  0.4750  -5.0261  -6.6116  0.968
O  0.8489  -6.3837  -6.1073  -0.655
O  0.3486  -4.8898  -8.2131  -0.307
C  1.1262  -5.7420  -9.0257  -0.684
O  -0.9514  -4.4770  -6.1093  -0.313
C  -1.2260  -4.5132  -4.7253  -0.665
H  3.4278  -3.1933  -6.2591  0.223
H  3.1348  -4.7425  -7.0776  0.369
H  2.5757  -3.2117  -7.8168  0.214
H  1.8022  -6.3765  -8.4466  0.353
H  1.7201  -5.1316  -9.7095  0.253
H  0.4546  -6.3767  -9.6096  0.260
H  -1.0898  -3.5155  -4.3001  0.249
H  -0.5808  -5.2226  -4.1997  0.334
H  -2.2653  -4.8184  -4.5888  0.235



2 unconnected molecules or ions with the total composition C3H8NO2 at a distorted geometry, computed with wB97M-V/def2-TZVPD.

Properties
* lowest unoccupied orbital energy: 4.31 eV
* charge: -1
* ΔE to the lowest compared entry with this formula, charge and spin: 50.50 kcal per mole

Last column: natural (NBO) charge in e.
Geometry (Å):
C  1.5210  2.4344  1.1081  -0.739
C  0.6126  1.4130  0.8229  0.231
O  0.7346  0.1188  0.8731  -0.819
H  1.4135  3.4594  0.6686  0.170
H  2.4883  2.2543  1.5937  0.166
H  -0.4255  1.8221  0.5578  0.084
H  -0.6792  -0.4424  0.6828  0.500
N  -0.3396  -1.2131  -1.9644  -0.870
C  -0.7790  -1.7474  -0.6792  0.077
O  -1.4824  -0.7597  0.1525  -0.808
H  -1.1116  -1.1850  -2.6623  0.331
H  -0.1095  -0.2034  -1.8320  0.376
H  -1.4800  -2.5814  -0.7995  0.136
H  0.1362  -2.1049  -0.1734  0.165



A molecular structure, C30H24F10N7O5Zr, computed with wB97M-V/def2-TZVPD.

Properties
* lowest unoccupied orbital energy: -3.04 eV
* charge: +1
* ΔE to the lowest compared entry with this formula, charge and spin: 9.71 kcal per mole

Last column: Mulliken charge in e.
Geometry (Å):
Zr  -0.0144  -0.0107  0.2179  -1.073
C  2.8230  0.2754  2.1486  -1.325
N  2.1256  -0.6054  1.1823  0.733
C  2.9992  -0.6893  -0.0178  -0.932
C  2.4463  -1.6285  -1.0610  -1.640
N  1.0205  -1.3831  -1.1904  2.442
C  0.3769  -1.8411  -2.3185  -1.266
C  -0.9834  -1.5611  -2.4373  0.289
F  -1.5424  -0.8706  -1.3820  -0.325
C  -1.8011  -1.8987  -3.4900  0.238
F  -3.0849  -1.5748  -3.4740  -0.285
C  -1.2442  -2.5808  -4.5604  0.602
F  -1.9852  -2.9298  -5.6035  -0.298
C  0.1044  -2.8921  -4.5099  0.352
F  0.6583  -3.5505  -5.5181  -0.289
C  0.8936  -2.5345  -3.4259  0.012
F  2.1836  -2.9142  -3.4722  -0.339
C  1.9681  -1.9296  1.8588  -1.475
C  0.8034  -2.7646  1.3620  -1.266
N  -0.3629  -1.9042  1.1830  2.587
C  -1.6074  -2.5276  1.1600  -0.035
C  -1.9185  -3.8906  1.1463  0.105
F  -0.9668  -4.8354  1.1382  -0.328
C  -3.2358  -4.3322  1.1177  0.196
F  -3.4759  -5.6359  1.1151  -0.287
C  -4.2953  -3.4437  1.0802  0.652
F  -5.5462  -3.8833  1.0466  -0.296
C  -4.0261  -2.0820  1.0637  -0.072
F  -5.0058  -1.1914  1.0032  -0.290
C  -2.7121  -1.6817  1.1045  -0.011
F  -2.4089  -0.3512  1.0254  -0.247
H  3.6956  -0.2499  2.5466  0.423
H  3.1547  1.1809  1.6524  0.343
H  2.1553  0.5315  2.9686  0.313
H  3.0646  0.3258  -0.4175  0.176
H  4.0054  -1.0007  0.2854  0.558
H  3.0035  -1.4403  -1.9840  0.698
H  2.6709  -2.6700  -0.8005  0.472
H  2.9128  -2.4798  1.7953  0.386
H  1.8051  -1.6990  2.9118  0.681
H  1.0487  -3.3079  0.4469  0.347
H  0.6157  -3.5162  2.1320  0.757
O  -1.9451  4.2510  -3.9330  -0.531
C  -0.9702  3.5737  -4.5336  0.492
O  -0.6601  3.7645  -5.6763  -0.574
C  -0.2167  2.5833  -3.7092  0.131
C  0.8719  1.8847  -4.1916  -0.550
N  1.2975  1.0812  -3.1997  -0.220
N  0.5658  1.2202  -2.0903  1.202
C  -0.3616  2.1108  -2.3927  -0.606
C  -1.3473  2.3776  -1.3192  0.731
O  -2.0920  3.3395  -1.3405  -0.873
O  -1.3084  1.5037  -0.3550  -0.353
H  -2.0469  3.9968  -2.9901  0.371
H  1.3406  1.9142  -5.1606  0.555
H  2.0545  0.4182  -3.2213  0.015
C  2.5196  3.8468  0.3035  -1.841
C  1.3152  3.0960  0.7922  0.306
O  1.1956  1.8819  0.5399  0.336
N  0.4236  3.7634  1.5125  0.088
C  -0.8334  3.2138  2.0279  -1.149
C  -0.6665  2.1169  3.0493  0.655
C  -0.7943  2.4518  4.3901  -0.859
C  -0.7350  1.4710  5.3652  -0.624
C  -0.5716  0.1618  4.9574  -1.211
C  -0.4520  -0.0980  3.6037  -0.371
N  -0.4722  0.8425  2.6507  0.670
H  2.9816  3.2849  -0.5032  0.277
H  3.2389  3.9554  1.1171  0.374
H  2.2530  4.8419  -0.0493  0.553
H  0.5917  4.7472  1.6463  0.320
H  -1.4573  2.8824  1.2041  -0.232
H  -1.3447  4.0462  2.5061  0.718
H  -0.9606  3.4864  4.6574  0.519
H  -0.8362  1.7254  6.4113  0.434
H  -0.5454  -0.6576  5.6608  0.526
H  -0.3502  -1.1109  3.2404  0.435